# C4H9N3

C4H9N3 as an isolated structure in a non-equilibrium geometry (ωB97M-V/def2-TZVPD, OMol25).

The geometry in XYZ format:
```
16
Properties=species:S:1:pos:R:3:mulliken_charge:R:1
N 1.475 1.751 -1.499 -0.447
N 1.326 -0.153 -0.138 -0.457
N 1.198 0.374 -1.388 -0.053
C -0.327 0.307 1.013 -0.582
C -0.329 -0.876 1.938 -1.006
C 0.120 -0.415 -0.839 0.599
C -0.912 -1.025 -1.425 -0.794
H -1.021 -0.962 -2.498 0.282
H 1.146 2.223 -0.656 0.242
H -1.312 0.632 0.692 0.393
H 0.689 -1.208 2.146 0.314
H 0.224 1.155 1.403 0.388
H -1.613 -1.618 -0.855 0.233
H 1.014 2.123 -2.321 0.260
H -0.782 -0.593 2.895 0.338
H -0.897 -1.715 1.532 0.288
```

Computed properties:
calculated total energy: -8757.093 eV
HOMO-LUMO gap: 8.514 eV
relative energy (zero: lowest compared OMol25 entry of this formula, charge and spin): 7.432 eV

---

# C47H84O39

A 13-piece molecular cluster, C47H84O39 overall in a non-equilibrium geometry (ωB97M-V/def2-TZVPD, OMol25).

The geometry in XYZ format:
```
170
Properties=species:S:1:pos:R:3:mulliken_charge:R:1
O 5.753 -8.457 2.633 -0.576
O -9.710 -0.541 2.631 -0.558
O 6.272 9.372 5.095 -0.579
O -0.804 0.235 6.774 -0.594
O -2.279 -0.838 -7.129 -0.324
O 3.264 -2.072 -4.138 -0.632
O -3.310 0.835 -6.264 -0.315
O -3.339 1.741 1.618 -0.625
O -6.447 5.164 7.064 -0.317
O 7.120 -7.814 0.906 -0.250
O 5.123 -3.511 -4.106 -0.322
O -7.153 6.589 -3.862 -0.284
O 0.558 -1.328 5.790 -0.267
O -1.133 2.115 1.193 -0.324
O 4.243 6.767 -2.792 -0.569
O 3.469 -3.818 -5.565 -0.257
O 7.424 1.018 1.490 -0.313
O -5.123 7.071 -3.209 -0.249
O 2.867 5.112 -3.568 -0.284
O -8.095 -2.109 2.551 -0.327
O -6.492 6.721 5.487 -0.311
O -7.309 -1.085 -3.435 -0.263
O 5.719 8.029 6.826 -0.304
O -1.239 -7.757 -4.021 -0.582
O 7.686 -0.751 2.879 -0.258
O -7.350 -2.702 -4.739 -0.314
O -1.992 0.160 0.759 -0.296
O 5.314 -6.636 1.199 -0.267
O 5.675 0.400 2.801 -0.571
O -7.653 7.065 7.416 -0.546
O 4.590 7.832 5.145 -0.222
O -1.133 -6.163 -2.419 -0.304
O -8.161 -0.818 4.373 -0.343
O -6.766 8.676 -3.148 -0.571
O -9.101 -1.250 -4.880 -0.611
O -4.315 -0.223 -7.941 -0.594
O 3.682 6.584 -4.993 -0.322
O 0.538 -7.642 -2.497 -0.285
O 1.470 0.526 6.360 -0.229
C 4.193 -5.054 -5.968 -0.207
C 3.312 -5.869 -6.940 -1.090
C 3.167 6.814 3.396 -1.254
C -5.728 5.665 4.977 -0.283
C 3.897 -3.093 -4.524 0.755
C 4.080 -6.237 1.796 -0.713
C -7.858 -3.705 -5.615 -0.205
C -7.998 -1.634 -4.415 0.756
C -6.871 -2.403 3.180 -0.237
C -0.068 1.312 0.735 -0.269
C -8.554 6.869 -4.003 -0.684
C -2.382 0.475 -5.223 -0.153
C -8.893 -4.665 -5.092 -1.096
C 3.072 5.629 -5.830 -0.259
C 6.011 -7.699 1.696 0.717
C 8.152 -2.871 4.090 -1.145
C 5.598 8.502 5.625 0.734
C -0.751 0.076 0.191 -0.153
C -3.364 -6.314 -1.765 -1.065
C 0.292 -0.117 6.336 0.716
C -1.503 -0.444 -5.989 -0.356
C -2.235 1.374 1.221 0.727
C -6.000 4.469 5.961 -0.239
C -6.832 -1.464 4.443 -0.211
C -6.396 7.533 -3.362 0.715
C -2.429 -5.677 -2.706 -0.152
C 1.279 -8.755 -2.931 -0.673
C -6.900 6.374 6.740 0.659
C 4.155 7.898 3.781 -0.150
C -0.397 -2.350 5.879 -0.687
C -0.628 -7.228 -3.089 0.722
C 2.394 4.692 -4.813 -0.262
C -2.773 7.281 -2.498 -1.204
C -4.195 7.873 -2.435 -0.177
C 5.814 -2.930 -2.972 -0.661
C 8.113 -8.727 1.345 -0.149
C 7.340 -1.519 4.053 -0.170
C 2.917 2.223 6.907 -1.169
C 6.752 2.168 0.997 -0.675
C 3.629 6.217 -3.710 0.655
C 6.820 0.225 2.429 0.743
C 1.487 1.899 6.786 -0.191
C -7.848 0.046 -2.829 -0.713
C -8.728 -1.106 3.120 0.692
C -3.340 -0.045 -7.203 0.687
C 8.657 -9.426 0.115 -1.201
C 6.927 7.980 7.531 -0.714
H -9.837 -4.138 -4.954 0.319
H 7.106 3.125 1.380 0.275
H 1.087 -9.605 -2.276 0.276
H 7.756 -9.484 2.043 0.307
H 1.323 4.834 -4.956 0.230
H 6.390 -2.090 -3.358 0.280
H -8.426 0.690 -3.492 0.326
H 0.643 1.083 1.528 0.247
H -4.484 7.932 -1.385 0.288
H -3.428 -7.400 -1.842 0.295
H 8.913 -8.133 1.788 0.243
H -9.226 -5.378 -5.846 0.372
H -4.335 -5.908 -2.046 0.332
H -2.071 7.961 -2.015 0.391
H -6.966 -4.295 -5.824 0.231
H -0.590 0.085 -6.261 0.247
H 7.483 -0.932 4.961 0.291
H 0.906 2.516 6.101 0.306
H 2.626 3.637 -4.959 0.263
H -1.765 1.311 -4.895 0.270
H 0.961 1.880 7.741 0.307
H 2.337 -8.495 -2.953 0.227
H 0.930 -9.062 -3.917 0.346
H 2.377 -6.166 -6.464 0.244
H -8.553 -5.227 -4.222 0.288
H -2.676 6.278 -2.082 0.296
H 3.731 8.864 3.506 0.285
H 3.455 1.624 7.642 0.305
H -4.204 8.877 -2.858 0.298
H 3.393 -6.035 0.975 0.272
H 4.139 -5.601 -5.027 0.294
H -9.060 7.117 -3.070 0.302
H 7.520 -3.603 4.592 0.357
H 2.959 3.266 7.219 0.380
H 3.801 4.978 -6.313 0.239
H 7.765 7.442 7.089 0.307
H 5.143 -2.492 -2.233 0.305
H 2.364 5.991 -6.575 0.306
H 6.314 -1.885 4.011 0.252
H -6.937 -3.469 3.395 0.273
H 3.928 -6.733 -7.191 0.374
H 2.173 6.872 3.841 0.348
H -3.170 -6.149 -0.705 0.313
H -6.069 -0.686 4.461 0.254
H -7.094 0.649 -2.322 0.239
H -9.133 6.066 -4.459 0.269
H -0.748 -2.624 4.885 0.241
H 6.742 7.712 8.571 0.249
H -0.188 -0.804 0.502 0.282
H 7.949 -10.084 -0.389 0.328
H -8.612 -0.251 -2.111 0.305
H 3.561 -7.033 2.330 0.334
H 4.172 -5.488 2.582 0.282
H 5.667 2.139 0.898 0.314
H 8.312 -3.246 3.079 0.315
H -2.805 -0.126 -4.419 0.233
H -5.126 3.854 6.174 0.276
H -2.638 -5.924 -3.747 0.322
H 7.081 2.093 -0.039 0.277
H -8.798 7.754 -4.591 0.297
H -6.698 3.804 5.452 0.207
H 3.444 2.036 5.972 0.290
H 9.110 -2.809 4.606 0.309
H 5.020 7.698 3.149 0.279
H -8.127 -3.149 -6.513 0.366
H 0.144 -3.247 6.179 0.256
H -1.285 -2.198 6.493 0.339
H 3.341 5.908 3.976 0.351
H -0.836 0.142 -0.893 0.170
H 6.370 -3.714 -2.458 0.255
H -2.351 -4.596 -2.583 0.227
H -1.252 -1.312 -5.379 0.306
H -6.778 -2.069 5.348 0.238
H 3.199 -5.241 -7.823 0.324
H -6.083 -2.130 2.478 0.220
H 9.050 -8.724 -0.620 0.289
H 5.225 -4.818 -6.229 0.340
H -6.181 5.354 4.036 0.282
H 7.323 8.995 7.505 0.331
H 3.170 6.489 2.355 0.339
H 0.469 1.838 -0.054 0.241
H -2.380 7.291 -3.515 0.315
H 9.430 -10.136 0.409 0.385
H -4.643 5.742 4.904 0.273
```

Computed properties:
calculated total energy: -129948.597 eV
HOMO-LUMO gap: 9.810 eV
relative energy (zero: lowest compared OMol25 entry of this formula, charge and spin): 1.338 eV

---

# H5P3S

A 2-piece molecular cluster, H5P3S overall in a non-equilibrium geometry (ωB97M-V/def2-TZVPD, OMol25).

The geometry in XYZ format:
```
9
Properties=species:S:1:pos:R:3:mulliken_charge:R:1
S 2.695 1.049 0.094 -0.357
P 0.174 -1.875 -0.003 -0.076
P -1.298 1.047 0.105 -0.149
P -0.061 -0.145 -1.289 0.144
H -0.468 -2.874 -0.632 0.084
H 1.768 0.678 1.102 0.055
H -0.390 1.975 0.715 0.123
H -0.876 -1.821 0.981 0.079
H -1.543 1.965 -1.074 0.098
```

Computed properties:
calculated total energy: -38778.936 eV
HOMO-LUMO gap (alpha / beta): 5.879 / 5.881 eV
relative energy (zero: lowest compared OMol25 entry of this formula, charge and spin): 2.508 eV

---

# C7H12S

One molecule with the formula C7H12S in a non-equilibrium geometry (ωB97M-V/def2-TZVPD, OMol25).

The geometry in XYZ format:
```
20
Properties=species:S:1:pos:R:3:mulliken_charge:R:1
S -1.136 -2.979 -1.031 -0.243
C 0.632 1.561 -0.228 -0.844
C 0.995 0.084 -0.239 -0.012
C 0.603 -0.740 -1.447 -0.770
C -0.077 -0.642 0.606 0.205
C -0.691 -1.239 -0.724 -0.424
C -0.124 1.829 1.074 -0.591
C -0.911 0.502 1.232 -1.026
H 0.477 1.992 1.984 0.305
H -1.893 0.513 0.705 0.272
H -1.646 -0.823 -0.927 0.222
H 0.332 -1.475 1.210 0.420
H -1.138 0.187 2.248 0.393
H -0.096 -3.638 -0.387 0.107
H 0.466 -0.215 -2.392 0.317
H 1.251 -1.637 -1.568 0.249
H 0.111 1.891 -1.096 0.384
H -0.810 2.648 0.977 0.332
H 2.047 0.046 0.108 0.428
H 1.608 2.135 -0.102 0.277
```

Computed properties:
calculated total energy: -18287.695 eV
HOMO-LUMO gap: 9.808 eV
relative energy (zero: lowest compared OMol25 entry of this formula, charge and spin): 1.537 eV
SMILES string: S[C@@H]1C[C@H]2CCC[C@H]21

---

# C13H20Cl2O6

A 4-piece molecular cluster, C13H20Cl2O6 overall in a non-equilibrium geometry (ωB97M-V/def2-TZVPD, OMol25).

The geometry in XYZ format:
```
41
Properties=species:S:1:pos:R:3:mulliken_charge:R:1
Cl 5.997 -4.099 21.791 -0.148
Cl 5.546 -2.340 19.513 -0.143
O 9.717 -5.158 25.451 -0.353
O 9.627 -7.100 18.532 -0.333
O 7.921 -4.094 25.899 -0.620
O 9.491 -0.271 17.513 -0.352
O 8.822 -8.068 20.379 -0.618
O 11.655 -0.191 18.087 -0.613
C 9.185 -7.116 24.333 -0.551
C 7.862 -6.295 24.579 -0.093
C 8.529 0.775 19.388 -0.484
C 9.382 -7.096 19.845 0.538
C 8.406 -5.057 25.314 0.509
C 10.210 -4.948 19.288 -0.395
C 10.483 0.039 18.384 0.488
C 10.260 -5.862 18.148 -0.580
C 8.249 -0.212 18.161 -0.102
C 10.037 -5.843 20.546 -0.124
C 10.296 -6.095 24.625 -0.233
C 5.805 -3.962 20.001 -0.003
C 9.992 0.510 19.673 -0.352
H 6.711 -4.295 19.495 -0.030
H 9.278 -7.527 23.327 0.307
H 10.722 -5.671 23.716 0.152
H 7.710 0.716 20.106 0.387
H 9.330 -5.355 21.217 0.180
H 11.043 -6.788 25.013 0.337
H 11.049 -6.031 20.904 0.234
H 10.208 -0.241 20.433 0.234
H 9.329 -7.918 25.057 0.311
H 7.043 -6.836 25.053 0.355
H 11.312 -6.143 18.104 0.303
H 10.079 -5.422 17.168 0.408
H 9.263 -4.422 19.159 -0.081
H 10.983 -4.181 19.245 0.447
H 8.324 1.752 18.950 0.247
H 7.807 -1.164 18.457 -0.050
H 7.549 0.238 17.457 0.300
H 10.534 1.380 20.044 0.293
H 7.536 -5.844 23.642 -0.103
H 4.917 -4.500 19.668 0.328
```

Computed properties:
calculated total energy: -51133.873 eV
HOMO-LUMO gap: 10.387 eV
relative energy (zero: lowest compared OMol25 entry of this formula, charge and spin): 1.029 eV
SMILES string: O=C1CCCO1.O=C1CCCO1.O=C1CCCO1.ClCCl

---

# C17H23NO7Sn

C17H23NO7Sn as an isolated structure (ωB97M-V/def2-TZVPD, OMol25).

The geometry in XYZ format:
```
49
Properties=species:S:1:pos:R:3:mulliken_charge:R:1
Sn -0.281 1.826 0.196 1.242
O 0.041 0.397 -1.596 -0.584
O 2.658 4.728 2.481 -0.488
O -2.937 1.700 3.839 -0.407
O -1.677 1.254 2.051 -0.441
O -0.567 3.621 2.094 -0.217
O 1.149 0.688 1.327 -0.440
O 1.731 3.415 0.904 -0.228
N 2.318 -0.042 3.068 -0.327
C -1.522 3.418 3.113 -0.488
C -0.511 -1.790 -2.451 0.562
C -1.124 -1.663 0.047 -0.748
C -1.612 -4.360 -2.551 0.481
C 3.283 1.781 1.812 -0.746
C -0.487 -2.527 -3.667 1.017
C 0.108 -1.988 -4.943 -1.875
C -1.083 -2.360 -1.284 1.122
C 2.179 0.783 2.053 0.572
C -2.046 2.013 2.937 0.410
C -1.616 -3.630 -1.362 -0.959
C 1.689 4.355 1.905 0.594
C -1.041 -3.793 -3.686 -0.765
C 3.009 2.764 0.695 -0.817
C 0.263 4.783 2.186 -0.610
C 0.055 -0.478 -2.489 -0.634
C -2.225 -5.724 -2.614 -1.539
H -1.085 3.517 4.111 0.458
H 3.487 2.308 2.746 0.533
H 1.622 -0.753 3.239 0.277
H -0.062 5.521 1.449 0.304
H 1.185 -1.835 -4.856 0.402
H -2.044 -4.078 -0.473 0.337
H 2.920 2.276 -0.274 0.350
H 0.228 5.232 3.177 0.401
H -0.147 -1.272 0.325 -0.015
H -3.275 0.799 3.692 0.409
H -2.360 4.117 3.035 0.396
H -1.848 -0.841 0.037 0.136
H -1.030 -4.359 -4.610 0.406
H -0.053 -2.698 -5.751 0.367
H 4.191 1.220 1.568 0.490
H -1.606 -6.403 -3.201 0.396
H 3.794 3.514 0.647 0.423
H -0.345 -1.044 -5.247 0.421
H 0.545 -0.189 -3.423 0.457
H 3.141 -0.025 3.650 0.236
H -2.370 -6.147 -1.622 0.377
H -3.199 -5.669 -3.104 0.325
H -1.441 -2.362 0.820 0.430
```

Computed properties:
charge: +2
calculated total energy: -39643.522 eV
HOMO-LUMO gap: 8.322 eV
relative energy (zero: lowest compared OMol25 entry of this formula, charge and spin): 0.350 eV

---

# C31H20BrIrN6O4S

C31H20BrIrN6O4S as an isolated structure (ωB97M-V/def2-TZVPD, OMol25).

The geometry in XYZ format:
```
64
Properties=species:S:1:pos:R:3:mulliken_charge:R:1
Ir -0.866 1.496 0.300 0.887
Br 1.587 0.334 -2.334 0.060
S -1.153 -1.830 -0.851 0.096
O -0.600 -7.422 2.906 -0.452
O -4.524 1.572 -1.445 -0.683
O 1.015 -7.699 1.418 -0.500
O -2.858 1.306 0.004 -0.585
N 1.432 -0.354 1.902 -0.370
N -1.055 1.075 -1.913 0.382
N 1.550 3.541 -0.780 -0.415
N 1.048 1.616 0.579 -0.121
N -0.958 -0.038 1.702 0.170
N -0.835 3.429 -0.463 -0.014
C 3.228 1.009 1.005 0.348
C -2.169 5.213 -1.331 -0.940
C -2.375 -1.433 3.033 -0.881
C -1.740 1.199 -4.586 -0.593
C 3.262 2.161 0.234 0.472
C 0.503 -3.823 -0.071 -0.351
C -1.819 -3.991 0.631 -0.669
C 5.590 0.968 1.053 -0.642
C -0.241 -5.705 1.221 0.827
C 0.774 -5.022 0.547 -0.846
C -0.442 0.911 -4.206 -0.789
C -2.018 4.074 -0.581 -0.277
C -1.262 -2.128 3.509 -0.372
C 0.162 5.122 -1.822 -0.603
C -3.356 1.424 -1.189 0.257
C 4.455 2.747 -0.147 -0.198
C -2.188 -0.419 2.131 -0.328
C -2.708 1.381 -3.608 -0.682
C 1.873 2.538 -0.050 -0.549
C -1.537 -5.185 1.258 -0.922
C 0.269 3.978 -1.017 0.406
C -0.014 -1.754 3.083 -0.570
C 4.386 0.387 1.432 -0.215
C 1.816 0.669 1.226 0.108
C 0.124 -7.026 1.842 0.494
C -2.326 1.303 -2.287 0.676
C 5.624 2.128 0.278 -0.646
C -0.803 -3.288 -0.050 0.235
C -0.147 0.849 -2.850 -0.037
C 0.134 -0.683 2.188 0.180
C -1.058 5.728 -1.998 -0.392
H -1.996 1.255 -5.635 0.462
H 6.581 2.551 0.004 0.421
H -3.748 1.565 -3.836 0.613
H -3.140 5.681 -1.393 0.463
H 4.350 -0.510 2.035 0.566
H -3.019 0.119 1.700 0.535
H 6.521 0.515 1.365 0.422
H 1.762 -5.460 0.516 0.485
H 1.069 5.509 -2.259 0.525
H -1.146 6.608 -2.620 0.453
H 1.281 -3.275 -0.586 0.494
H -2.821 -3.585 0.634 0.530
H -1.377 -2.944 4.211 0.494
H -1.223 -6.736 3.178 0.312
H 4.470 3.645 -0.748 0.563
H 0.885 -2.244 3.425 0.548
H -2.340 -5.730 1.740 0.484
H 0.335 0.720 -4.930 0.517
H -3.378 -1.677 3.349 0.485
H -2.849 3.633 -0.052 0.673
```

Computed properties:
charge: +1
calculated total energy: -133313.216 eV
HOMO-LUMO gap (alpha / beta): 3.452 / 3.827 eV
relative energy (zero: lowest compared OMol25 entry of this formula, charge and spin): 2.193 eV
2S+1: 2